1.
{"formula": "C7H11NO3S", "method": "the ωB97M-V functional and the def2-TZVPD basis", "species": ["C", "C", "C", "C", "C", "C", "C", "N", "O", "O", "O", "S", "H", "H", "H", "H", "H", "H", "H", "H", "H", "H", "H"], "coordinates": [[-1.94781, 0.50823, 2.29219], [-1.89263, -0.78398, 1.87690], [-1.07100, 1.25265, 1.38502], [-0.47519, 0.28118, 0.59730], [-0.62789, 2.68997, 1.42148], [1.95150, -1.99151, -0.93267], [0.26379, -1.10980, -2.50480], [1.34418, -0.86205, -1.60507], [0.57560, 1.59182, -1.50335], [2.13687, 0.77397, 0.17469], [-0.96477, -0.97017, 0.83101], [1.05378, 0.52074, -0.67112], [-2.44817, 0.95740, 3.03462], [-2.54277, -1.65701, 2.07488], [-1.04556, 3.34399, 0.58632], [-0.91064, 3.27119, 2.35239], [0.42249, 2.72496, 1.22486], [2.52835, -1.57737, -0.14497], [1.04748, -2.67701, -0.54119], [2.49541, -2.67663, -1.51542], [-0.14063, -0.17607, -3.02689], [0.74122, -1.67041, -3.30700], [-0.49359, -1.76408, -2.09920]], "lowdin_spin": [0.093, 0.472, 0.383, 0.630, 0.055, -0.001, 0.001, -0.010, 0.023, 0.031, 0.252, 0.012, -0.003, 0.027, 0.022, 0.001, 0.011, 0.000, 0.000, 0.000, 0.000, 0.000, 0.000], "e_homo_ev": [-4.94, -9.92], "homo_lumo_gap_ev": [5.797, 7.982], "e_lumo_ev": [0.854, -1.941], "energy_ev": -25898.29176, "spin_multiplicity": 3}

=====

2.
{"formula": "C7H11NOS2", "method": "the ωB97M-V functional and the def2-TZVPD basis", "species": ["C", "C", "C", "C", "N", "C", "O", "C", "S", "C", "S", "H", "H", "H", "H", "H", "H", "H", "H", "H", "H", "H"], "coordinates": [[-0.98751, -0.82526, -1.46245], [-0.65273, -0.54423, 0.02520], [-0.42764, -1.86101, 0.81399], [-1.74857, 0.21526, 0.75469], [0.65687, 0.14061, 0.01598], [0.80915, 1.48299, 0.00462], [-0.14248, 2.38874, -0.16590], [2.06949, 1.93231, 0.22141], [3.29535, 0.68551, -0.00393], [2.29506, -0.57431, -0.28220], [2.66103, -2.03655, -0.67901], [-1.99510, -0.90581, -1.88367], [-0.70259, 0.15327, -1.94836], [-0.36200, -1.69242, -1.66805], [0.14096, -2.47593, 0.15330], [-1.39646, -2.25426, 1.11528], [0.19734, -1.53794, 1.58151], [-1.61387, 1.26825, 0.74237], [-2.75767, 0.05430, 0.39234], [-1.85067, 0.05208, 1.88469], [0.21916, 3.30732, 0.16225], [2.29287, 3.02708, 0.22594]], "lowdin_charge": [-0.019, -0.558, -0.045, -0.042, 0.034, -0.536, 0.046, -0.362, 0.980, -1.122, 0.700, 0.078, 0.099, 0.065, 0.016, 0.094, 0.065, 0.043, 0.084, 0.112, 0.184, 0.081], "e_homo_ev": [-7.47, -7.47], "homo_lumo_gap_ev": [7.743, 7.744], "e_lumo_ev": [0.278, 0.279], "energy_ev": -32642.30306}